# C4H6NS

A gas-phase ion, C4H6NS (charge +1) at a distorted geometry (wB97M-V/def2-TZVPD, OMol25).

The geometry in XYZ format:
```
12
Properties=species:S:1:pos:R:3:forces:R:3
C -0.487341 -0.688087 -0.019086 0.1 -0.2 -0.2
C -1.400206 0.392240 -0.274372 1.0 -0.8 -3.3
C -1.909955 -0.978694 0.106825 -0.6 -0.1 1.5
C 2.662806 0.983569 0.110546 -1.9 -2.6 1.0
N 0.627208 -1.271311 -0.088063 1.7 -0.1 0.8
S 2.239727 -0.703010 -0.000379 -0.5 3.2 -0.5
H -1.489631 1.269070 0.230061 -0.5 2.1 2.0
H -1.304841 0.627878 -1.361185 -0.4 -0.3 0.6
H -2.531939 -1.616116 -0.547242 0.6 0.4 0.5
H -2.136963 -0.947447 1.218665 -0.1 -0.5 -1.4
H 3.736139 1.048983 0.310748 -0.2 0.2 -0.3
H 1.994998 1.882920 0.313485 0.8 -1.4 -0.7
```
Forces are in eV/Å.

The value obtained for the relative energy (zero: lowest compared OMol25 entry of this formula, charge and spin) is 84.4 kcal per mole. The LUMO energy is -6.76 eV. As for the calculated total energy: -608.52878 a.u. As for the frontier orbital gap: 7.90 eV. As for the net charge: +1. Its molecular weight is 100.17 g mol⁻¹. As for the spin multiplicity: 1.

Need the natural (NBO) charges? In units of e they are: 0.409 -0.463 -0.434 -0.386 -0.588 0.867 0.254 0.262 0.279 0.268 0.260 0.273

***

# C4H6O

A single C4H6O molecule at a distorted geometry (wB97M-V/def2-TZVPD, OMol25).

The geometry in XYZ format:
```
11
Properties=species:S:1:pos:R:3:forces:R:3
C 0.002521 -1.146878 0.052129 -1.1 -1.7 0.0
C -1.023536 0.021697 -0.056903 2.4 0.7 -3.8
C -0.009381 1.183900 0.020728 1.9 -2.1 -0.3
C 1.268422 0.663471 -0.084681 -0.5 2.6 2.1
H -0.097086 -1.911567 -0.820148 -0.1 0.9 2.1
H -0.140021 -1.509757 1.133375 0.5 -0.3 -1.8
H -1.796305 0.015116 0.633592 -1.1 -0.1 1.7
H -1.561075 0.058816 -1.080300 0.9 -0.2 1.3
H -0.305636 2.191389 0.107941 0.1 1.0 0.0
H 2.293998 1.095607 0.162427 -1.7 0.1 -1.0
O 1.368096 -0.661792 -0.068161 -1.2 -0.9 -0.3
```
Forces are in eV/Å.

The value obtained for the relative energy (zero: lowest compared OMol25 entry of this formula, charge and spin) is 23.6 kcal per mole. The LUMO energy is 1.06 eV. As for the calculated total energy: -231.18604 a.u. As for the frontier orbital gap: 9.31 eV. Its molecular weight is 70.09 g mol⁻¹. As for the SMILES: C1=COCC1. As for the spin multiplicity: 1.

Need the natural (NBO) charges? In units of e they are: -0.089 -0.450 -0.333 0.139 0.205 0.191 0.213 0.195 0.218 0.207 -0.497